No. 1
94
Properties=species:S:1:pos:R:3:forces:R:3 method="wB97M-V/def2-TZVPD" s2=6.017 lumo_ev="-6.46 / -8.56" total_charge=+2 e_tot_ev=-65221.0057 e_homo_ha="-0.4644 / -0.4641" spin_multiplicity=5
Pd -1.475886 -3.251235 -2.789351 2.927 2.368 0.619
C 3.526920 0.167016 -2.242911 -0.461 -0.069 -0.044
C 2.617387 0.830127 -3.124122 0.329 -0.129 0.225
C 3.129536 2.271617 -1.408211 -0.131 0.334 0.143
C 3.829201 1.055721 -1.174439 0.219 0.054 0.192
C 2.422287 2.151493 -2.642081 -0.153 -0.208 0.172
C 3.951777 -1.250249 -2.319900 -0.012 -0.424 -0.165
H 3.356418 -1.808394 -3.057722 0.286 0.191 0.203
H 3.854338 -1.768367 -1.348129 0.117 0.329 -0.316
H 5.010664 -1.325052 -2.618086 -0.260 0.001 0.108
C 4.633087 0.757434 0.024421 0.145 -0.346 0.186
H 4.799427 -0.322160 0.119219 0.091 0.257 -0.026
H 4.152785 1.130376 0.945173 0.067 0.043 -0.209
H 5.624704 1.231963 -0.016563 -0.169 0.035 -0.094
C 3.029253 3.384423 -0.445917 -0.234 0.368 0.458
H 3.794535 4.164648 -0.614322 -0.155 -0.306 -0.037
H 3.143105 3.029448 0.598345 0.039 0.108 -0.431
H 2.047597 3.881971 -0.527554 0.464 -0.106 -0.023
C 1.507578 3.156890 -3.225057 -0.280 0.159 -0.072
H 2.019353 3.789215 -3.969276 -0.110 -0.176 0.188
H 1.099804 3.821243 -2.453481 0.205 -0.072 -0.215
H 0.663219 2.667912 -3.731108 0.250 0.162 0.023
C 1.909951 0.211385 -4.265994 -0.273 -0.200 -0.289
H 2.446033 0.340687 -5.216888 -0.032 0.003 0.198
H 0.911988 0.638312 -4.398315 0.157 0.122 -0.015
H 1.763771 -0.861855 -4.113018 0.197 0.087 -0.028
C -2.170266 -4.818428 -1.645777 -0.025 -1.300 -0.110
C -1.608161 -5.303480 -2.857271 -1.087 -1.179 1.403
C -2.450318 -5.563452 -4.078894 0.252 -0.172 -0.338
C -3.486558 -4.437081 -4.417189 0.372 -0.638 -0.716
C -3.126911 -3.056750 -3.937830 -1.322 1.099 0.239
C -3.457898 -2.474528 -2.681176 -1.240 -0.045 -1.778
C -4.199988 -3.194690 -1.594889 0.412 -0.043 0.538
C -3.648683 -4.639160 -1.375982 -0.736 0.312 0.444
H -2.974034 -6.521038 -3.975239 -0.009 0.101 0.111
H -4.484605 -4.737602 -4.089528 0.100 0.202 -0.017
H -1.761363 -5.729221 -4.923025 -0.292 0.235 0.203
H -4.268987 -5.345812 -1.928340 0.295 -0.089 -0.128
H -1.552001 -4.851741 -0.740601 -0.007 -0.039 -0.360
H -0.635867 -5.802921 -2.771708 -0.143 0.380 -0.246
H -3.813913 -4.863682 -0.317072 0.027 -0.130 -0.198
H -4.076872 -2.625089 -0.655322 -0.098 -0.184 -0.382
H -3.551750 -1.378641 -2.710243 0.449 -0.387 0.301
H -5.289281 -3.200254 -1.804605 0.541 -0.075 0.015
H -3.483841 -4.378619 -5.513268 -0.374 -0.088 0.285
H -2.861659 -2.316320 -4.711300 -0.079 -0.403 0.205
P 0.872859 -1.223493 -0.138542 -0.586 -0.877 1.870
P -0.863321 1.097312 -0.968881 -1.777 -0.346 1.595
C -0.789985 -1.228898 0.691814 -0.357 0.027 -0.282
C -1.721421 -0.139544 0.171248 0.256 -0.306 -0.155
H -0.615981 -1.053839 1.770933 0.026 -0.141 -0.421
H -1.229545 -2.228026 0.517495 0.115 0.372 0.182
H -2.553124 -0.613582 -0.392848 0.473 0.497 0.103
H -2.158895 0.442138 1.002215 0.221 -0.147 -0.268
C -0.505390 2.555383 0.072633 0.712 0.033 -0.273
H -0.153031 3.374278 -0.573140 -0.292 -0.178 0.178
H 0.313420 2.302762 0.770885 -0.282 0.015 -0.058
H -1.380142 2.880417 0.655583 0.100 -0.239 -0.295
C -2.430322 1.511625 -1.830056 0.299 0.228 -0.947
H -3.289208 1.403965 -1.146498 0.465 0.158 -0.157
H -2.535411 0.786703 -2.652981 -0.193 0.316 0.160
H -2.396813 2.522302 -2.252952 -0.126 -0.234 0.027
C 1.877169 -0.932541 1.346566 0.690 0.481 -0.517
H 2.948271 -0.933813 1.119833 -0.188 -0.138 0.121
H 1.644037 -1.685544 2.113189 -0.039 0.051 -0.335
H 1.601134 0.079149 1.724989 0.116 -0.351 -0.001
C 1.122889 -3.048859 -0.310494 0.186 0.080 -0.766
H 0.732376 -3.400026 -1.283972 0.250 -0.135 0.228
H 0.575952 -3.562219 0.491364 0.210 0.215 -0.105
H 2.198359 -3.274033 -0.230974 -0.453 -0.072 -0.178
C -1.578233 0.725002 5.843772 0.081 -0.273 0.084
C -1.516998 2.111859 5.228603 0.012 0.431 -0.110
C -0.253924 2.465085 4.420041 -0.133 -0.493 0.499
C -0.354660 3.897548 3.785964 0.374 -0.595 -0.285
C -0.485282 5.055171 4.759597 -0.073 0.034 0.065
C 0.992622 2.339139 5.305687 -0.019 0.184 1.149
O 0.993884 2.354921 6.529289 0.023 0.215 -1.630
N 2.164474 2.199953 4.578851 0.631 0.243 -0.080
C 2.269737 2.015300 3.193526 -1.182 0.168 0.235
O 3.354403 2.178954 2.634461 -0.180 -0.183 -0.023
N 1.132347 1.591292 2.572257 0.565 0.118 -0.017
C 0.002551 1.449181 3.302094 -0.891 -0.366 -0.019
O -0.841771 0.560346 3.065044 0.773 1.031 -0.620
H -2.567449 0.578944 6.284890 0.122 -0.013 0.066
H -0.827165 0.603219 6.627936 -0.120 -0.005 -0.073
H -1.437021 -0.038567 5.077636 -0.045 0.029 0.271
H -2.376816 2.230702 4.556714 0.127 0.123 0.078
H -1.607387 2.849960 6.032919 -0.054 -0.062 -0.180
H 0.533490 4.041194 3.152833 -0.151 0.056 0.169
H -1.208093 3.882930 3.089666 0.049 -0.041 0.238
H 0.391443 5.144094 5.409483 -0.147 -0.057 -0.064
H -0.577828 5.980814 4.185937 0.028 -0.017 0.128
H -1.376193 4.962578 5.385665 0.141 0.029 -0.044
H 3.044116 2.332698 5.054271 -0.019 -0.007 0.235



No. 2
39
Properties=species:S:1:pos:R:3:forces:R:3 method="wB97M-V/def2-TZVPD" s2=8.922 lumo_ev="-15.40 / -17.11" total_charge=+4 e_tot_ev=-83448.1268 e_homo_ha="-0.7755 / -0.7777" spin_multiplicity=6
I 2.080294 2.253348 2.316140 -0.066 -0.442 -0.134
I -1.757016 0.083514 -3.448720 -0.679 0.643 -1.546
Tl -0.512018 -0.655860 -1.194020 0.475 6.370 -2.435
Dy 0.903538 0.277307 0.874917 0.799 7.274 2.226
S 1.374747 1.027759 -1.385253 -0.187 0.729 -1.282
C 2.719212 -1.015248 1.034489 5.384 -3.544 0.530
C 0.373684 -0.889554 2.604320 -2.032 -4.242 6.420
C 2.930156 0.601106 -2.206858 0.567 -0.440 -0.973
C 2.645009 1.087609 -3.608425 0.315 0.468 -0.992
C 3.319540 -0.880350 -2.208678 0.106 -0.153 -0.453
C 3.969566 1.457583 -1.500511 0.023 0.703 0.598
C -1.889657 -1.879421 -0.516050 -6.797 -5.650 3.007
C 0.442908 -2.289341 -1.979852 2.558 -4.556 -2.382
O 0.075896 -1.334545 3.603671 0.659 1.027 -2.080
O 3.692661 -1.591451 1.126050 -2.304 1.401 -0.099
O -2.739708 -2.576032 -0.243547 2.041 1.698 -0.601
O 0.833635 -3.156432 -2.553592 0.033 0.050 0.040
H 3.527615 0.916427 -4.234906 -0.156 0.076 -0.022
H 2.416857 2.164619 -3.615672 0.146 -0.311 -0.087
H 1.788900 0.558046 -4.058799 0.343 0.043 0.081
H 4.416007 -0.950252 -2.114696 -0.418 -0.101 -0.073
H 3.039897 -1.349299 -3.168977 0.122 0.104 0.441
H 2.886544 -1.456505 -1.391522 0.076 -0.077 0.064
H 4.929486 1.348690 -2.022719 -0.225 0.036 0.011
H 4.116169 1.171647 -0.446192 0.024 -0.016 -0.340
H 3.681686 2.521319 -1.517270 0.235 -0.269 -0.018
O -1.655709 1.505792 2.007970 -0.356 -0.525 0.256
B -1.604145 1.258834 0.599442 -0.477 -1.211 0.862
O -2.811246 0.657539 0.214258 -1.399 -0.604 0.165
C -3.565655 0.376337 1.321820 2.306 2.130 2.405
C -4.734505 -0.263421 1.555848 -0.410 -0.720 -3.483
C -5.199823 -0.394133 2.827304 -2.735 -1.595 -0.545
C -4.505469 0.112926 3.904804 -0.233 0.248 3.147
C -3.322410 0.768355 3.743217 2.438 1.582 2.186
C -2.804302 0.938674 2.515096 -0.736 -0.623 -4.162
H -5.241703 -0.650095 0.661952 -0.297 0.025 0.660
H -6.175208 -0.932463 2.986141 1.086 0.642 -0.106
H -4.915440 -0.011315 4.946318 0.427 0.136 -1.208
H -2.729996 1.188283 4.572502 -0.656 -0.307 -0.079



No. 3
85
Properties=species:S:1:pos:R:3:forces:R:3 method="wB97M-V/def2-TZVPD" lumo_ev=-1.55 total_charge=0 e_tot_ev=-75548.3487 e_homo_ha=-0.3069 de_lowest_kcal_mol=0.0
Mg 4.468417 -2.412193 0.286240 -0.220 -0.846 -0.440
C -0.143773 -3.794697 -1.071818 -0.081 -0.124 -0.651
C 0.225055 -2.546383 -1.348888 0.703 -0.221 -0.157
C -0.373389 -1.248945 -0.912533 0.182 0.669 0.347
C 0.049288 -0.673723 0.464757 -0.709 0.318 -0.324
C -0.237421 -1.501316 1.691388 0.830 -0.525 0.100
C -0.843225 -2.693995 1.758191 0.138 0.490 0.336
C -1.849842 -3.219640 0.782356 0.208 -0.594 -0.204
C -1.262770 -4.259091 -0.191171 -0.238 0.233 0.052
C 3.698340 -2.234429 2.119103 0.195 0.757 0.723
H 0.339887 -4.599294 -1.638491 0.141 0.328 0.448
H 1.077963 -2.388713 -2.031317 -0.397 -0.460 0.249
H -1.464270 -1.256458 -0.980057 0.233 0.053 -0.138
H 0.015429 -0.522301 -1.643008 -0.351 -0.121 0.173
H 1.135411 -0.441882 0.405046 -0.484 -0.219 0.346
H -0.458509 0.301265 0.583600 0.253 -0.065 -0.156
H 0.268004 -1.107146 2.578830 0.165 -0.457 -0.158
H -0.637413 -3.371562 2.602742 -0.357 0.689 -0.024
H -2.354635 -2.404320 0.245764 0.122 -0.417 0.279
H -2.600135 -3.751290 1.386605 -0.034 0.276 -0.243
H -0.912236 -5.139386 0.364324 -0.086 0.136 -0.005
H -2.083395 -4.607316 -0.824427 0.027 -0.189 -0.089
H 3.880996 -3.240931 2.525174 0.030 0.399 -0.067
H 2.623813 -2.113011 1.932877 0.187 0.162 0.321
H 4.150351 -1.444472 2.737474 -0.600 -0.380 0.074
P -1.171553 3.864096 1.182202 -1.737 2.663 2.185
P -0.764291 3.376976 -2.066620 -2.091 0.956 -2.580
N -2.388713 3.511392 2.403490 -0.588 -1.101 0.468
N -0.784001 5.477840 1.951679 0.732 -0.171 -0.693
N -2.207258 2.485626 -2.545881 -0.476 -0.982 0.791
N -0.510197 4.035891 -3.717643 0.788 0.507 0.047
C -2.369992 4.557877 -0.041680 -0.060 -0.091 -0.818
C -1.705057 4.841583 -1.408213 0.196 0.239 0.473
C -2.385906 2.312582 3.130817 -1.089 0.595 0.331
C -3.499618 2.287351 3.971925 0.805 0.286 -0.641
C -4.214620 3.516769 3.773533 1.040 0.237 -0.972
C -3.520613 4.238855 2.799423 -0.255 -1.000 0.610
C 0.510018 5.779194 2.376897 -0.696 0.882 0.068
C 0.532546 7.091299 2.840027 -0.330 -0.932 -0.320
C -0.790872 7.618691 2.707283 -0.186 -1.206 -0.536
C -1.577045 6.616205 2.146239 1.053 0.258 0.212
C -2.261669 1.110130 -2.308133 -1.051 0.318 -0.378
C -3.548718 0.645561 -2.557388 0.967 0.617 0.060
C -4.328617 1.773738 -2.967563 0.996 0.657 0.245
C -3.492969 2.888517 -2.924859 -0.323 -0.939 0.134
C -1.422313 4.440726 -4.706097 1.031 0.299 -0.179
C -0.728505 5.110395 -5.706808 -0.013 -0.557 1.119
C 0.651120 5.144590 -5.318530 -0.237 -0.338 0.689
C 0.758340 4.496502 -4.098368 -0.949 0.062 -0.625
H -2.835836 5.490679 0.311769 0.264 -0.491 -0.011
H -3.188155 3.829023 -0.156524 0.303 0.026 -0.025
H -2.471183 5.190131 -2.122097 0.521 -0.213 0.176
H -0.968235 5.654724 -1.300970 -0.161 -0.147 -0.034
H -1.595822 1.595005 2.959696 -0.112 0.005 0.111
H -3.770546 1.485334 4.655723 0.174 0.268 -0.253
H -5.118313 3.847412 4.285252 0.356 -0.148 -0.258
H -3.772282 5.191168 2.358155 0.067 -0.279 0.155
H 1.280739 5.020892 2.300128 -0.082 0.240 0.073
H 1.395290 7.608064 3.224113 0.025 -0.021 0.048
H -1.140350 8.603895 2.985573 0.078 -0.143 -0.059
H -2.619851 6.655848 1.865439 0.342 0.034 0.134
H -1.360955 0.609289 -2.000408 -0.245 0.023 -0.041
H -3.879933 -0.379161 -2.456629 0.057 0.143 -0.059
H -5.374726 1.772458 -3.264220 0.345 0.058 0.125
H -3.729456 3.917877 -3.146726 0.006 -0.192 0.102
H -2.472401 4.209918 -4.644311 0.246 -0.040 -0.055
H -1.167288 5.526687 -6.605003 0.088 -0.119 0.154
H 1.462984 5.594463 -5.870722 -0.047 -0.064 0.070
H 1.600647 4.302200 -3.449860 0.022 0.049 -0.173
O 2.739022 -5.235212 -1.522604 1.605 -0.098 1.662
C 3.572240 -5.243983 -0.600319 -0.856 0.847 -1.319
O 4.176121 -4.189458 -0.105407 -0.268 -0.826 -0.824
C 4.042094 -6.522738 0.033936 0.017 -0.820 0.407
C 3.976722 -6.741790 1.426443 -0.195 -0.177 -0.302
C 4.484156 -7.916869 1.979204 0.277 -0.054 -0.738
C 5.118640 -8.851986 1.135527 -0.648 1.802 -0.767
C 5.103150 -8.691131 -0.262446 -0.068 0.189 0.676
C 4.549603 -7.531239 -0.797670 -0.315 0.009 0.062
N 5.945745 -9.845997 1.728080 1.731 -2.746 1.796
O 5.992695 -9.915496 2.984436 -0.226 0.273 -2.536
O 6.616691 -10.608236 0.996901 -1.379 1.556 1.076
H 3.477673 -6.016828 2.079588 0.340 -0.196 -0.327
H 4.434960 -8.113176 3.040779 0.107 0.080 -0.043
H 5.525864 -9.453588 -0.901726 0.101 0.051 0.095
H 4.478857 -7.399335 -1.881591 0.147 -0.028 0.422



No. 4
47
Properties=species:S:1:pos:R:3:forces:R:3 method="wB97M-V/def2-TZVPD" lumo_ev=-0.07 total_charge=0 e_tot_ev=-32724.3714 smiles="N[C@H](CO)CC(=O)O.O.O.O.O.O.O.O.O.O.O" e_homo_ha=-0.3349 de_lowest_kcal_mol=126.6
N 1.050582 3.167410 0.013385 -1.444 -0.154 2.605
C 0.099104 2.420010 0.887220 -0.372 1.229 -2.543
C 0.359709 2.577310 2.321636 2.858 -1.536 2.718
O -0.663342 2.176831 3.185155 -2.131 -1.756 0.225
C -0.099908 0.882126 0.592592 -1.108 0.231 0.816
C 0.211301 0.544314 -0.784941 1.869 -1.550 -3.936
O -0.542293 0.605573 -1.748439 0.000 0.313 1.286
O 1.495129 0.061268 -1.053623 -0.558 1.042 2.661
H 0.863964 3.131941 -0.951456 -0.126 -0.329 -1.073
H 1.952370 2.951900 0.294062 2.301 -0.467 -0.256
H -0.732906 3.055780 0.651327 -1.370 -0.842 0.076
H 1.223003 1.873864 2.585244 -0.353 1.066 -0.511
H 0.608422 3.531475 2.789642 0.209 0.416 -1.169
H -0.918745 1.222105 3.061490 0.552 1.613 -0.116
H 0.417417 0.237926 1.333280 0.301 0.819 -0.931
H -1.172370 0.520387 0.644023 1.476 1.915 -0.137
H 1.604239 -0.526868 -1.815653 -0.650 0.334 -0.908
O -1.340616 -2.385629 -2.728718 2.131 0.718 -0.065
H -1.889836 -1.630269 -2.518251 -0.943 1.070 0.056
H -1.909770 -3.104530 -2.631741 -1.393 -1.954 -0.001
O -3.042683 -0.391624 -2.548335 -0.211 -1.078 -2.996
H -2.509269 0.236625 -3.048693 -0.076 0.198 0.564
H -3.115087 -0.133817 -1.669766 0.066 1.082 2.665
O 3.639191 1.788229 -0.098393 -0.073 -2.571 -1.790
H 4.135163 1.016637 0.262144 -0.308 0.956 0.279
H 3.209817 1.265332 -0.869252 0.499 1.589 1.753
O 3.349143 -1.195931 1.882592 -0.348 1.408 0.674
H 4.057846 -1.684549 2.262074 0.863 -0.575 0.505
H 3.077515 -1.698845 1.139403 -0.594 -0.862 -1.387
O 2.121031 -3.134685 -0.763706 0.944 -0.940 1.387
H 1.310230 -3.471600 -0.347513 0.205 0.387 -0.274
H 1.836371 -2.572477 -1.457979 -0.334 0.565 -1.112
O 1.200010 -1.520809 -3.108417 3.725 -0.618 0.717
H 0.365575 -1.537941 -2.745488 -3.488 -0.364 0.831
H 1.115871 -1.232277 -3.983277 -0.173 0.647 -1.965
O -0.915692 -0.976574 2.237945 0.873 1.394 2.106
H -1.144038 -0.933176 3.174180 0.012 -0.882 -0.207
H -0.984672 -1.816940 1.829785 -0.001 -1.855 -0.011
O -3.128175 3.037122 0.922566 1.459 1.723 -0.116
H -3.104112 3.307413 -0.009237 -0.461 -0.456 0.025
H -2.430269 3.683493 1.241933 -1.288 -1.281 0.154
O -2.672739 -0.962496 0.571671 -1.048 -0.847 0.887
H -1.898672 -0.553174 1.066149 -2.084 -1.118 -0.337
H -3.169300 -1.528988 1.254301 1.183 1.514 -1.573
O -0.465000 -3.293403 -0.203960 1.951 -1.735 6.046
H -0.667206 -2.836367 -0.927481 -1.809 2.596 -5.160
H -0.786311 -4.172123 -0.189488 -0.733 -1.057 -0.461